{
  "formula": "C5H7N4O2",
  "method": "ωB97M-V with the def2-TZVPD basis set",
  "multiplicity": 1,
  "smiles": "CON(C)C(=O)N=C=C[N+]#N",
  "total_energy_ha": -563.777261,
  "total_charge": 1,
  "de_lowest_kcal_mol": 115.0,
  "symbols": ["C", "O", "N", "C", "C", "O", "N", "C", "C", "N", "N", "H", "H", "H", "H", "H", "H", "H"],
  "positions_angstrom": [[2.2109, 1.1386, 1.0169], [0.8103, 0.9666, 0.9772], [0.4847, -0.3475, 0.8517], [0.1274, -1.1489, 2.0818], [-0.0605, -0.7211, -0.2826], [-0.4547, -1.7475, -0.7113], [0.1471, 0.4225, -1.2351], [-0.9027, 0.6870, -1.7301], [-2.1438, 0.6295, -2.1413], [-2.4331, -0.0432, -3.2209], [-2.5472, -0.5312, -4.2232], [2.6298, 0.3339, 0.4159], [2.4910, 0.9442, 2.0518], [2.3664, 2.1144, 0.5820], [0.4464, -2.1032, 1.9229], [0.6303, -0.7848, 2.9447], [-0.8512, -0.8693, 2.2863], [-2.9511, 1.0600, -1.5866]],
  "forces_ev_per_a": [[0.17, -1.12, 0.18], [-1.57, 0.44, 0.13], [-0.15, -1.21, 2.23], [1.07, 3.38, -0.86], [1.88, -0.14, -0.66], [-0.90, -0.89, 0.20], [-1.14, 1.35, -1.41], [2.67, -0.82, 1.02], [-1.88, 1.51, 1.07], [-0.14, -2.04, -4.61], [-0.08, 0.84, 2.42], [0.46, 0.31, -0.26], [0.63, 0.71, -0.04], [0.52, 0.22, 0.37], [-0.01, -2.80, -0.46], [1.08, 0.59, 0.37], [-2.21, -0.68, 0.27], [-0.39, 0.35, 0.02]]
}

{
  "formula": "C5H7N5O",
  "method": "ωB97M-V with the def2-TZVPD basis set",
  "multiplicity": 1,
  "smiles": "CC#[N+][O-].C=Cn1cnnn1",
  "total_energy_ha": -543.535402,
  "total_charge": 0,
  "de_lowest_kcal_mol": 124.2,
  "symbols": ["C", "C", "N", "O", "H", "H", "H", "C", "C", "N", "C", "N", "N", "N", "H", "H", "H", "H"],
  "positions_angstrom": [[1.3177, 0.8775, 2.8806], [0.6124, 1.0412, 1.6423], [-0.1477, 1.5337, 0.9189], [-0.9901, 1.6628, 0.0975], [2.0825, 1.5078, 2.8693], [1.7541, -0.0363, 2.7985], [0.7510, 1.0901, 3.8278], [-2.0624, -0.2971, -2.2797], [-1.6383, -0.7011, -1.0900], [-0.2543, -0.9503, -0.9392], [0.8546, -0.9310, -1.7802], [1.9295, -1.0335, -1.0761], [1.5405, -1.0977, 0.2472], [0.2754, -1.0375, 0.3284], [-1.5362, -0.2686, -3.1385], [-3.1125, -0.0662, -2.2387], [-2.1730, -0.4871, -0.1935], [0.7966, -0.8066, -2.8748]],
  "forces_ev_per_a": [[-3.29, 0.04, 0.96], [-1.08, 2.00, 0.22], [1.54, -1.26, 1.95], [-1.83, 1.11, -2.09], [3.46, 2.99, 0.08], [1.07, -3.04, 0.59], [0.16, -0.62, -1.12], [-2.74, -0.83, 3.44], [1.43, 1.19, -1.78], [2.40, -0.28, 1.34], [-1.91, 0.18, -0.16], [0.50, -0.04, 0.61], [-0.26, -0.19, -1.25], [-0.78, -0.85, -0.97], [1.63, 0.07, -2.62], [-0.19, 0.33, -0.68], [-0.18, -0.58, 0.51], [0.06, -0.21, 0.95]]
}

{
  "formula": "C5H7N5OS",
  "method": "ωB97M-V with the def2-TZVPD basis set",
  "multiplicity": 1,
  "smiles": "[H]/N=C1\\N=C(N)N=CC1=S(=O)=CN",
  "total_energy_ha": -941.812597,
  "total_charge": 0,
  "de_lowest_kcal_mol": 57.7,
  "symbols": ["H", "N", "C", "N", "C", "N", "N", "C", "C", "S", "O", "C", "N", "H", "H", "H", "H", "H", "H"],
  "positions_angstrom": [[-0.1803, 1.7652, 1.7240], [-0.4976, 0.8817, 1.1388], [0.2992, 0.1100, 0.5381], [1.7104, 0.2289, 0.4696], [2.4617, -0.6499, -0.1635], [3.8130, -0.6244, -0.0228], [1.9987, -1.6792, -0.8976], [0.7011, -1.8453, -0.8261], [-0.1756, -0.9897, -0.2505], [-1.8962, -1.5036, 0.0764], [-2.0017, -2.0354, 1.3862], [-2.7401, 0.0213, -0.0918], [-2.5220, 0.5378, -1.3245], [4.2163, -1.5044, -0.4722], [4.2311, -0.3852, 0.8629], [0.2320, -2.5848, -1.4786], [-3.7443, 0.0814, 0.4805], [-3.1850, 1.0521, -1.8896], [-1.5904, 0.2528, -1.6967]],
  "forces_ev_per_a": [[-0.23, -2.80, -1.88], [-1.30, 3.11, 2.12], [2.86, 0.03, -0.83], [-0.39, 0.68, 0.77], [-1.64, 0.27, 1.40], [1.52, -1.90, -1.37], [0.07, -0.99, -0.44], [-0.20, -0.43, -2.32], [-2.63, 0.49, 1.14], [2.13, 0.32, -2.15], [-0.57, -1.11, 2.94], [-0.54, 0.29, -2.04], [0.27, -0.65, 2.05], [-0.64, 1.86, 1.03], [-0.35, 0.29, -0.10], [0.46, -0.52, 0.29], [1.91, 0.46, -1.00], [0.17, 0.09, 0.37], [-0.89, 0.52, 0.00]]
}

{
  "formula": "C5H7NO",
  "method": "ωB97M-V with the def2-TZVPD basis set",
  "multiplicity": 1,
  "smiles": "CC(=O)[C@@H](C)C#N",
  "total_energy_ha": -324.706290,
  "total_charge": 0,
  "de_lowest_kcal_mol": 11.4,
  "symbols": ["C", "C", "O", "C", "C", "C", "N", "H", "H", "H", "H", "H", "H", "H"],
  "positions_angstrom": [[-1.7393, -0.4395, -0.9772], [-0.9077, -0.0485, 0.2197], [-1.3635, 0.0139, 1.3350], [0.5788, 0.2955, -0.0404], [1.2973, 0.7544, 1.2273], [1.2453, -0.8543, -0.6667], [1.7690, -1.7685, -1.1449], [-2.7570, -0.0712, -0.8366], [-1.7810, -1.5321, -1.0380], [-1.3264, -0.0648, -1.9177], [0.5834, 1.1005, -0.7897], [1.2428, -0.0120, 2.0036], [2.3488, 0.9705, 1.0208], [0.8093, 1.6561, 1.6047]],
  "forces_ev_per_a": [[-0.06, -0.01, -0.05], [-0.13, 0.01, 0.23], [0.22, 0.02, -0.42], [0.01, 0.05, 0.04], [0.04, 0.02, 0.08], [0.43, -0.82, -0.43], [-0.53, 0.88, 0.46], [0.11, -0.05, -0.01], [0.05, 0.11, 0.01], [-0.02, -0.05, 0.14], [-0.02, -0.11, 0.09], [-0.02, 0.09, -0.13], [-0.17, -0.01, -0.01], [0.09, -0.13, -0.01]]
}

{
  "formula": "C5H7NO",
  "method": "ωB97M-V with the def2-TZVPD basis set",
  "multiplicity": 1,
  "smiles": "O=C1C=CNCC1",
  "total_energy_ha": -324.677467,
  "total_charge": 0,
  "de_lowest_kcal_mol": 29.5,
  "symbols": ["O", "C", "C", "C", "N", "C", "C", "H", "H", "H", "H", "H", "H", "H"],
  "positions_angstrom": [[-2.6698, 0.2240, -0.0278], [-1.4641, 0.2312, -0.1114], [-0.5244, 1.4515, 0.0678], [0.8162, 1.3098, -0.0831], [1.3236, 0.0824, -0.3953], [0.6868, -0.9790, 0.3206], [-0.7275, -1.0835, -0.2661], [-0.9585, 2.4160, 0.1414], [1.4282, 2.1650, 0.0418], [2.3627, -0.0126, -0.2222], [0.6034, -0.6441, 1.4256], [1.2011, -2.0382, 0.2241], [-0.7397, -1.2512, -1.4145], [-1.3379, -1.8714, 0.2990]],
  "forces_ev_per_a": [[0.07, 0.79, -0.25], [1.16, 0.68, 1.09], [-0.59, -1.66, -0.71], [-2.47, -0.13, -0.20], [4.26, -0.61, 0.57], [-1.12, -2.12, 0.68], [-0.73, -0.97, -0.30], [-0.36, 0.65, 0.39], [0.87, 0.50, -0.25], [-1.58, 0.64, -0.54], [0.07, -0.95, -1.37], [-0.63, 2.42, 0.18], [0.31, -0.21, 1.85], [0.76, 0.98, -1.14]]
}

{
  "formula": "C5H7NO",
  "method": "ωB97M-V with the def2-TZVPD basis set",
  "multiplicity": 1,
  "smiles": "[H]/N=C1\\C[C@H]1CC=O",
  "total_energy_ha": -324.639181,
  "total_charge": 0,
  "de_lowest_kcal_mol": 53.5,
  "symbols": ["H", "N", "C", "C", "C", "C", "C", "O", "H", "H", "H", "H", "H", "H"],
  "positions_angstrom": [[3.2675, 0.4671, 0.7235], [2.7734, -0.0417, -0.0174], [1.5665, -0.1376, 0.3291], [0.5367, 0.1910, 1.3126], [0.2007, -0.5656, 0.0048], [-0.6467, 0.1558, -1.0177], [-2.1207, -0.0816, -0.7554], [-2.5383, -0.8702, 0.0582], [0.5087, -0.3471, 2.2549], [0.2314, 1.2335, 1.3674], [-0.0715, -1.6115, 0.1362], [-0.4542, 1.2367, -0.9818], [-0.4231, -0.1472, -2.0521], [-2.8304, 0.5185, -1.3624]],
  "forces_ev_per_a": [[0.09, -0.14, -0.18], [-0.36, 0.01, 0.09], [0.08, 0.08, -0.09], [-0.04, 0.12, 0.26], [0.05, -0.08, -0.09], [0.06, 0.01, 0.09], [-0.10, -0.21, 0.21], [0.16, 0.35, -0.36], [-0.07, 0.01, -0.12], [-0.05, -0.11, 0.04], [0.21, 0.13, 0.00], [-0.07, -0.10, -0.05], [-0.07, -0.02, 0.19], [0.11, -0.05, 0.00]]
}

{
  "formula": "C5H7NO",
  "method": "ωB97M-V with the def2-TZVPD basis set",
  "multiplicity": 1,
  "total_energy_ha": -324.618795,
  "total_charge": 0,
  "de_lowest_kcal_mol": 66.3,
  "symbols": ["C", "C", "C", "N", "C", "O", "C", "H", "H", "H", "H", "H", "H", "H"],
  "positions_angstrom": [[-1.8781, 0.6088, -0.2699], [-0.4547, 0.2613, -0.0378], [0.5277, 1.1381, 0.1976], [1.6603, 0.4485, 0.7151], [1.4760, -0.9330, 0.5212], [2.2980, -1.7577, 0.8332], [0.1249, -1.1172, -0.1046], [-2.0742, 1.1607, -1.1903], [-2.3526, 1.2377, 0.4889], [-2.5698, -0.2287, -0.3445], [0.5486, 2.2241, 0.2794], [2.7159, 0.2325, -0.2538], [-0.4368, -1.9377, 0.3485], [0.4148, -1.3374, -1.1830]],
  "forces_ev_per_a": [[-1.41, 0.26, -0.40], [-0.38, 0.84, -0.45], [0.18, -0.64, 0.84], [4.79, -0.14, -3.89], [-0.23, -0.59, 1.05], [-0.31, -0.30, -0.17], [0.24, -0.44, -0.82], [0.41, 0.05, -0.23], [0.54, 0.01, 0.28], [0.36, -0.45, 0.06], [-0.33, -0.37, -0.12], [-3.10, 1.77, 3.18], [0.04, 0.11, -0.30], [-0.80, -0.13, 0.98]]
}

{
  "formula": "C5H7NO",
  "method": "ωB97M-V with the def2-TZVPD basis set",
  "multiplicity": 1,
  "total_energy_ha": -324.529536,
  "total_charge": 0,
  "de_lowest_kcal_mol": 122.3,
  "symbols": ["C", "C", "C", "C", "O", "C", "N", "H", "H", "H", "H", "H", "H", "H"],
  "positions_angstrom": [[1.1868, 1.3740, 0.7737], [0.3124, 1.1106, -0.3820], [-0.2525, -0.5591, -0.2760], [-1.4176, -1.1207, -1.0079], [-0.0581, -1.3853, -1.3673], [0.1473, -1.0963, 1.0893], [-0.2800, -2.0557, 1.6174], [0.9941, -0.0624, 1.4843], [0.8297, 2.0305, 1.5681], [2.2666, 1.4068, 0.6130], [-0.6097, 1.7018, -0.3972], [0.8124, 1.0994, -1.3543], [-1.9835, -2.0012, -0.6850], [-1.9479, -0.4424, -1.6759]],
  "forces_ev_per_a": [[-0.24, -2.29, 1.13], [-0.91, -2.39, 0.10], [0.38, 2.10, -0.41], [0.08, 0.27, 0.02], [0.21, 0.23, -0.13], [-1.39, -1.39, -0.59], [0.88, 0.74, 0.51], [0.59, 2.41, -0.76], [0.08, -0.09, -0.28], [-0.32, 0.02, 0.02], [0.29, -0.09, -0.05], [-0.09, 0.16, 0.20], [0.34, 0.44, 0.25], [0.12, -0.12, -0.01]]
}

no.,HOMO-LUMO gap (eV)
1,8.50
2,9.70
3,6.47
4,10.99
5,9.57
6,10.46
7,9.00
8,8.93